# C29H45As3CoN2S2

A structure of composition C29H45As3CoN2S2 (ωB97M-V with the def2-TZVPD basis set, the Open Molecules 2025 dataset).

Geometry as XYZ:
```
82
Properties=species:S:1:pos:R:3:forces:R:3
Co -0.5673 0.8715 -0.4303 -0.181 -0.736 0.785
C -2.6674 3.6492 -1.9191 -0.107 -0.166 0.010
As -1.3078 3.0715 -0.6395 -0.396 1.977 -0.248
C -2.0498 3.8987 0.9677 -0.104 -0.156 0.094
C 0.2169 4.2907 -1.0227 -0.233 -0.214 0.258
C 1.1696 3.9640 -2.1903 -0.262 0.089 -0.089
C 0.3797 3.5170 -3.4110 0.076 -0.052 0.138
C 2.1800 2.8835 -1.8013 0.007 -0.065 0.133
As 1.5243 1.0366 -1.4939 1.677 0.282 -1.008
C 3.1474 0.2883 -0.6992 -0.155 -0.158 0.150
C 1.5873 0.1941 -3.2613 -0.133 -0.078 0.046
C 1.9091 5.2893 -2.4677 0.234 -0.401 -0.325
As 3.1781 5.6498 -3.9968 0.348 0.591 0.107
C 1.9890 5.7875 -5.5602 -0.012 -0.356 0.171
C 4.1288 3.9954 -4.5099 -0.437 -0.040 0.087
H -2.7570 4.7377 -1.9089 0.148 -0.096 0.099
H -3.6235 3.2244 -1.6123 0.037 -0.009 0.019
H -2.4549 3.3192 -2.9330 0.075 -0.036 0.065
H -2.1658 4.9748 0.8198 0.088 -0.127 -0.093
H -1.4324 3.7203 1.8490 0.057 -0.019 -0.151
H -3.0377 3.4678 1.1527 0.122 0.028 -0.057
H 0.7954 4.3819 -0.0966 -0.128 0.002 -0.006
H -0.2627 5.2609 -1.1940 0.014 -0.139 0.023
H -0.2070 2.6264 -3.1531 -0.082 0.024 -0.244
H 1.0496 3.2570 -4.2291 -0.027 0.008 -0.072
H -0.2920 4.3081 -3.7414 -0.085 -0.050 -0.106
H 2.6958 3.1842 -0.8832 0.000 -0.130 -0.019
H 2.9385 2.7935 -2.5844 -0.078 -0.066 0.096
H 3.9941 0.3800 -1.3842 -0.220 0.104 -0.030
H 2.9957 -0.7693 -0.4780 -0.033 0.068 -0.027
H 3.3862 0.8045 0.2310 -0.073 0.015 -0.057
H 2.4138 0.5875 -3.8560 -0.044 0.059 0.153
H 0.6530 0.3297 -3.8079 0.078 0.073 0.080
H 1.7423 -0.8773 -3.1166 -0.015 0.084 0.035
H 2.4663 5.5615 -1.5665 0.069 0.063 -0.096
H 1.1604 6.0743 -2.6132 0.069 0.020 -0.036
H 1.1887 6.5002 -5.3747 -0.022 0.029 0.078
H 1.5678 4.8261 -5.8475 -0.099 -0.006 -0.055
H 2.5803 6.1620 -6.3943 0.077 0.015 0.061
H 4.7890 3.6429 -3.7210 -0.004 0.028 0.092
H 4.7524 4.2593 -5.3633 -0.042 0.082 -0.002
H 3.4495 3.2030 -4.8211 0.014 -0.142 -0.029
S -0.5200 0.4441 1.8228 0.212 0.110 0.513
C -1.4455 -0.9603 2.0081 0.282 0.716 1.993
N -1.8607 -1.3575 3.2062 0.295 0.099 -1.619
C -2.7238 -2.5160 3.3238 -0.506 -0.752 -0.185
C -2.3464 -3.5747 2.2984 0.009 -0.021 0.988
N -2.3028 -2.9699 0.9832 0.588 1.592 0.147
C -2.7009 -3.8141 -0.1233 -0.141 -0.479 -0.793
C -1.8053 -5.0203 -0.2438 -0.070 -0.079 0.084
C -2.3211 -6.2942 -0.0438 0.041 0.125 -0.025
C -1.5027 -7.4023 -0.1850 0.028 -0.062 -0.013
C -0.1676 -7.2361 -0.5128 0.009 -0.120 0.048
C 0.3545 -5.9657 -0.6955 0.130 0.079 -0.031
C -0.4625 -4.8586 -0.5623 -0.034 0.066 0.015
C -1.8081 -1.7444 0.8330 -0.916 -1.453 -1.384
S -1.6067 -1.0901 -0.7190 -0.380 -0.534 -0.486
C -1.4667 -0.7252 4.4512 0.324 0.385 0.642
C -0.5078 -1.6386 5.1766 -0.008 -0.051 0.036
C -0.8664 -2.2658 6.3618 -0.025 0.101 -0.058
C 0.0059 -3.1578 6.9642 0.042 -0.074 0.119
C 1.2311 -3.4378 6.3827 -0.022 -0.041 0.030
C 1.5999 -2.7990 5.2091 0.065 0.039 -0.084
C 0.7343 -1.9018 4.6103 -0.019 0.010 -0.008
H -3.7650 -2.1983 3.1697 0.155 -0.013 0.102
H -2.6267 -2.9204 4.3343 0.023 0.048 -0.178
H -3.0976 -4.3661 2.2910 0.088 0.074 -0.005
H -1.3751 -4.0313 2.5301 -0.138 0.066 -0.065
H -2.6808 -3.2198 -1.0375 -0.103 -0.138 0.164
H -3.7255 -4.1435 0.0592 -0.032 0.124 0.036
H -3.3638 -6.4241 0.2096 -0.121 -0.008 -0.005
H -1.9106 -8.3923 -0.0457 -0.004 -0.062 0.019
H 0.4708 -8.0988 -0.6217 0.053 -0.089 -0.027
H 1.3969 -5.8398 -0.9543 0.019 -0.014 0.002
H -0.0653 -3.8627 -0.7162 0.060 0.052 -0.048
H -2.3641 -0.5649 5.0515 -0.029 0.054 -0.079
H -1.0070 0.2356 4.2179 -0.160 -0.103 0.121
H -1.8182 -2.0513 6.8286 -0.101 0.028 0.015
H -0.2721 -3.6288 7.8950 -0.026 -0.066 0.046
H 1.8990 -4.1521 6.8404 0.051 0.000 0.073
H 2.5667 -2.9894 4.7667 0.053 -0.040 -0.022
H 1.0219 -1.3907 3.7018 0.090 0.029 -0.108
```
Positions in Å, forces in eV/Å.

spin multiplicity = 4
gap between HOMO and LUMO (spin up / spin down) = 5.062 / 4.877 eV
E_tot = -10127.510456 a.u.
charge = +2
HOMO energy (spin up / spin down) = -12.231 / -12.231 eV